DFT (wB97M-V/def2-TZVPD) results for C12H39N10O7Sn as an isolated structure in a non-equilibrium geometry.

Geometry as XYZ:
```
69
Properties=species:S:1:pos:R:3
Sn -3.53782 -3.24443 0.07567
O -1.07352 -1.51566 0.46680
H -1.80894 -0.88712 0.60327
C 2.56605 -4.91039 1.41820
C 1.88661 -3.91568 0.49745
C 2.17484 -4.06085 -1.07254
O 3.49385 -3.86386 -1.40227
C 4.05401 -2.72636 -2.20957
N 0.55762 -3.96140 0.97772
H 3.64699 -4.81365 1.31673
H 2.34454 -5.97762 1.42638
H 2.36522 -4.51488 2.41386
H 2.06934 -2.88188 0.79065
H 1.49839 -3.27591 -1.41076
H 1.71204 -4.94457 -1.51182
H 3.98031 -1.77345 -1.68552
H 3.66631 -2.69491 -3.22780
H 5.13298 -2.84898 -2.30390
H -0.01373 -3.56441 0.24556
H 0.27688 -4.92787 0.89276
C -0.03546 3.29768 -0.16529
C 0.27421 3.48437 1.25929
C -0.10163 4.92345 1.88386
O 0.16735 4.84295 3.30927
C 1.29926 5.62074 3.71600
N -0.56735 2.53052 1.95270
H 0.27717 4.18546 -0.71502
H -1.10947 3.26392 -0.34824
H 0.46117 2.47292 -0.67640
H 1.31616 3.23747 1.46295
H -1.15607 5.12668 1.69693
H 0.45835 5.69167 1.35060
H 1.54702 5.66188 4.77667
H 1.22171 6.64396 3.34844
H 2.22304 5.21783 3.30079
H -0.53138 1.70434 1.37283
H -0.16359 2.34432 2.85957
C 2.10252 0.21901 0.89047
O 1.61309 0.22561 2.05991
N 3.37150 0.39544 0.65922
N 1.38080 -0.12252 -0.15847
H 3.85006 0.76872 1.46653
H 3.75279 0.55439 -0.26244
H 1.69647 0.02016 -1.10720
H 0.40998 -0.38622 -0.06862
C -1.20185 -3.23376 -3.01130
O -2.22098 -3.80156 -2.59052
N -0.53989 -2.32874 -2.31544
N -0.66730 -3.48675 -4.18158
H -0.73642 -2.10583 -1.35015
H 0.37371 -2.03394 -2.62932
H -1.29655 -3.94385 -4.82596
H 0.22308 -3.12063 -4.48698
C -4.43662 2.37773 1.91810
O -5.62109 2.54415 2.25472
N -3.46024 3.19804 2.16299
N -3.97583 1.56985 1.07086
H -3.71225 4.09199 2.55978
H -2.48949 3.02232 1.94648
H -4.65687 0.99990 0.58978
H -2.96619 1.56605 1.04401
C -2.97531 0.13218 -2.10037
O -3.65936 -0.63843 -1.53819
N -1.87208 0.52278 -1.59994
N -3.22970 0.68685 -3.23059
H -1.30635 1.18442 -2.11207
H -1.50952 0.15695 -0.73114
H -2.63608 1.47246 -3.45539
H -4.17664 0.54671 -3.55271
```

Summary:
Highest occupied orbital energy (spin up / spin down) ... -0.485 / -0.485 Eh
LUMO energy (spin up / spin down) ... -8.5 / -10.6 eV
Energy above the lowest of the compared OMol25 structures with the same formula, charge and spin ... 176.3 kJ/mol
2S+1 ... 2
Charge ... +2
Energy ... -48120.4706 eV
<S²> ... 0.756



DFT (wB97M-V/def2-TZVPD) results for a 7-piece molecular cluster, C2H18O6 overall in a non-equilibrium geometry.

Geometry as XYZ:
```
26
Properties=species:S:1:pos:R:3
C -1.01516 -0.90380 -2.82174
C -2.10034 -1.08456 -1.75202
H -0.15215 -1.37051 -2.29148
H -0.76699 0.05754 -3.20189
H -1.11894 -1.55785 -3.63875
H -2.94184 -0.46697 -1.89158
H -2.43940 -2.19704 -1.75280
H -1.76182 -0.87770 -0.78678
O -1.22951 0.25705 1.73776
H -1.75676 0.15436 2.49540
H -0.88718 -0.58568 1.28607
O 1.42574 1.26521 -1.47678
H 2.10112 2.00110 -1.39998
H 0.52374 1.54931 -1.13215
O 2.24710 -0.60699 0.45310
H 2.31787 -0.38009 1.40950
H 1.98433 0.34933 -0.08211
O 1.30900 0.76210 2.50600
H 1.50478 0.91625 3.42240
H 0.33531 0.70519 2.41387
O -0.01258 -1.86419 0.85392
H 0.82207 -1.55200 0.64430
H -0.40578 -2.29026 0.14630
O -0.77126 1.97305 -0.09335
H -1.42688 1.82231 -0.73850
H -0.98635 1.36305 0.69543
```

Summary:
Highest occupied orbital energy ... -0.382 Eh
LUMO energy ... 0.4 eV
Energy above the lowest of the compared OMol25 structures with the same formula, charge and spin ... 71.0 kJ/mol
2S+1 ... 1
Charge ... 0
Energy ... -14650.7902 eV



DFT (wB97M-V/def2-TZVPD) results for a 2-piece molecular cluster, C4H11NO2 overall in a non-equilibrium geometry.

Geometry as XYZ:
```
18
Properties=species:S:1:pos:R:3
C 0.33777 -0.97517 1.41440
C -1.27547 0.39261 0.02587
C 2.01078 -0.16267 -0.73987
C -1.58664 0.83194 -1.40879
N 1.47285 0.71741 0.28011
O 1.20611 -0.01791 1.48538
O -0.30470 -1.31199 2.53141
H -0.25348 -0.57384 3.15885
H -0.04230 0.66014 0.06040
H 0.36444 -1.75813 0.67123
H -1.72834 1.06919 0.75690
H -1.71021 -0.59144 0.20345
H 1.27551 -0.86087 -1.17168
H 2.86979 -0.74257 -0.38563
H 2.35210 0.49932 -1.53743
H -1.23294 1.84690 -1.59599
H -1.09479 0.18018 -2.13175
H -2.66050 0.79689 -1.61687
```

Summary:
Highest occupied orbital energy (spin up / spin down) ... -0.276 / -0.276 Eh
LUMO energy (spin up / spin down) ... 0.5 / 0.5 eV
Energy above the lowest of the compared OMol25 structures with the same formula, charge and spin ... 590.1 kJ/mol
2S+1 ... 1
Charge ... 0
Energy ... -9906.1257 eV



DFT (wB97M-V/def2-TZVPD) results for a 2-piece molecular cluster, C5H15NO overall in a non-equilibrium geometry.

Geometry as XYZ:
```
22
Properties=species:S:1:pos:R:3
C -1.86809 0.21881 -1.63288
C -1.67134 0.08057 -0.19711
C -0.33670 0.71644 0.10710
N 0.74096 -0.38774 0.45327
C 1.94138 -0.03483 -0.27274
C 2.64605 1.26629 0.32607
H -2.30571 1.29387 -1.76311
H -0.84853 0.17989 -2.14980
H -2.55922 -0.61266 -2.09707
H -1.66978 -1.03605 0.08145
H -2.50509 0.46461 0.45711
H -0.03876 1.33367 -0.70848
H -0.16957 1.44603 0.84770
H 0.80137 -0.43939 1.42400
H 1.86653 -0.11139 -1.36752
H 2.70124 -0.87589 -0.07725
H 3.74551 1.27757 0.12499
H 2.40801 1.39693 1.31271
H 2.38792 2.22481 -0.10866
O -2.08678 -2.97875 1.53086
H -1.97115 -2.77015 2.44502
H -1.20827 -2.65264 1.26436
```

Summary:
Highest occupied orbital energy ... -0.328 Eh
LUMO energy ... 0.9 eV
Energy above the lowest of the compared OMol25 structures with the same formula, charge and spin ... 247.1 kJ/mol
2S+1 ... 1
Charge ... 0
Energy ... -8963.7981 eV



DFT (wB97M-V/def2-TZVPD) results for a single C5H7NO molecule in a non-equilibrium geometry.

Geometry as XYZ:
```
14
Properties=species:S:1:pos:R:3
C 1.61224 0.83255 0.85439
C 0.32219 0.22150 0.40131
C -0.38205 -0.81930 0.86525
N -1.44704 -1.11726 -0.00297
C -1.50084 -0.24526 -1.07568
O -2.38526 -0.17660 -1.90364
C -0.17896 0.46188 -0.99377
H 2.45786 0.36028 0.33964
H 1.75336 0.73776 1.93282
H 1.63573 1.90007 0.60319
H -0.16894 -1.50092 1.68079
H -2.20289 -1.74772 0.19614
H -0.05071 1.40259 -1.52892
H 0.53530 -0.30959 -1.36856
```

Summary:
Highest occupied orbital energy ... -0.306 Eh
LUMO energy ... 0.8 eV
Energy above the lowest of the compared OMol25 structures with the same formula, charge and spin ... 52.4 kJ/mol
2S+1 ... 1
Charge ... 0
Energy ... -8835.6597 eV



DFT (wB97M-V/def2-TZVPD) results for C5H8O as an isolated structure.

Geometry as XYZ:
```
14
Properties=species:S:1:pos:R:3
C 0.28795 -0.98771 -0.66261
C -1.10524 -0.60381 -0.11638
C -0.88522 0.78318 0.43655
O 0.28129 0.75224 1.26466
C 0.22464 1.53790 -0.15336
C 1.31382 -0.19424 0.11622
H 0.35674 -0.72501 -1.72029
H 0.47084 -2.06207 -0.54301
H -1.86995 -0.62353 -0.89971
H -1.42085 -1.27921 0.68740
H -1.70145 1.29408 0.94466
H 0.20744 2.60197 0.11839
H 2.12817 0.23020 -0.46259
H 1.71182 -0.72399 0.99006
```

Summary:
Highest occupied orbital energy ... -0.282 Eh
LUMO energy ... 1.1 eV
Energy above the lowest of the compared OMol25 structures with the same formula, charge and spin ... 554.4 kJ/mol
2S+1 ... 1
Charge ... 0
Energy ... -7356.5090 eV



DFT (wB97M-V/def2-TZVPD) results for C4H8O3 as an isolated structure.

Geometry as XYZ:
```
15
Properties=species:S:1:pos:R:3
O -0.94539 0.17385 -2.50895
C -0.26296 0.18766 -1.32079
C 1.42845 -0.56926 -0.47770
C 0.83997 -0.04695 0.75015
O 0.58986 1.15006 0.87911
C 0.11041 -0.99423 1.70234
O -1.26499 -0.65935 1.63949
H -1.84753 -0.15574 -2.36225
H -0.91134 -0.14993 -0.52542
H 0.27969 1.11194 -1.23741
H 2.22242 0.05635 -0.89143
H 1.76771 -1.61249 -0.39055
H 0.21910 -2.04131 1.40987
H 0.50382 -0.86583 2.72080
H -1.26895 0.31260 1.61823
```

Summary:
Highest occupied orbital energy ... -0.347 Eh
LUMO energy ... 0.5 eV
Energy above the lowest of the compared OMol25 structures with the same formula, charge and spin ... 382.4 kJ/mol
2S+1 ... 1
Charge ... 0
Energy ... -10417.0403 eV



DFT (wB97M-V/def2-TZVPD) results for a 6-piece molecular cluster, C29H44Br2F15IO11Si overall in a non-equilibrium geometry.

Geometry as XYZ:
```
103
Properties=species:S:1:pos:R:3
C 9.55377 2.99662 0.93492
C 8.82200 4.10752 0.11513
C 7.69284 4.82531 0.91108
Br 8.50120 5.51442 2.58946
Si 6.89793 6.27963 -0.06258
O 6.14338 7.35017 1.05671
C 5.58786 5.51811 -1.21246
C 4.14763 5.45306 -0.62642
C 4.02810 4.69452 0.72677
Br 3.27459 7.23860 -0.57250
C 8.15416 7.32667 -1.05053
I 8.88027 6.27892 -2.84160
C 9.38319 7.83286 -0.24373
C 9.03018 8.80335 0.92075
H 8.90006 2.51472 1.67926
H 9.97870 2.25298 0.23919
H 10.42547 3.46759 1.42073
H 8.36557 3.65610 -0.78268
H 9.57649 4.86783 -0.13925
H 6.88700 4.11524 1.17215
H 5.84636 8.08287 0.51321
H 5.52458 6.05948 -2.17603
H 5.89103 4.47924 -1.45669
H 3.54408 4.87414 -1.34509
H 4.07044 5.34850 1.60772
H 3.02544 4.23811 0.72472
H 4.72765 3.84246 0.78093
H 7.58659 8.18936 -1.45259
H 10.01753 8.40981 -0.94595
H 10.02807 7.03111 0.14723
H 8.38159 8.35638 1.68527
H 9.99030 9.05844 1.41169
H 8.62648 9.76387 0.55445
C 0.17348 0.83337 4.30558
C -0.75055 0.75819 3.10696
O -0.11562 1.26987 1.91893
C 0.77665 0.46810 1.35073
O 1.07897 -0.61470 1.74488
C 1.34143 1.11530 0.09203
F 1.73680 2.37244 0.30971
F 0.43165 1.15170 -0.88446
F 2.38983 0.45293 -0.38014
H 0.52908 1.85532 4.44853
H -0.34365 0.50705 5.20735
H 1.05351 0.20471 4.16959
H -1.62395 1.38560 3.27729
H -1.11079 -0.25691 2.93425
C 0.26620 -3.43890 -0.20966
C -0.98936 -3.64168 -1.03164
O -1.75729 -4.75779 -0.54802
C -2.43823 -4.52805 0.57143
O -2.44524 -3.49673 1.16682
C -3.24206 -5.75466 0.98138
F -2.50817 -6.86806 0.97391
F -4.27245 -5.95890 0.15429
F -3.73903 -5.61797 2.20307
H 0.86227 -4.35291 -0.18807
H 0.86912 -2.63118 -0.62378
H 0.02746 -3.18976 0.82380
H -0.72225 -3.87663 -2.06155
H -1.60714 -2.74264 -1.05481
C -2.72824 -7.40564 -2.36702
C -3.68000 -7.44506 -3.54522
O -3.06886 -6.91191 -4.73338
C -2.19617 -7.70956 -5.34103
O -1.89889 -8.80503 -4.98067
C -1.64788 -7.03419 -6.59252
F -1.23591 -5.78883 -6.34459
F -2.57862 -6.96134 -7.54647
F -0.61601 -7.69602 -7.09724
H -2.35981 -6.39304 -2.20953
H -3.22490 -7.74803 -1.46107
H -1.85692 -8.03819 -2.53832
H -4.54400 -6.81424 -3.33936
H -4.05326 -8.45287 -3.73282
C -5.64012 -3.66407 3.36219
C -6.46563 -2.47112 2.92796
O -6.62881 -1.52256 4.00019
C -5.57156 -0.76396 4.26448
O -4.52854 -0.80967 3.68872
C -5.88916 0.20745 5.39516
F -6.44604 -0.40859 6.43835
F -6.74102 1.15316 4.99170
F -4.79862 0.82163 5.83749
H -6.07870 -4.13101 4.24644
H -5.58518 -4.39744 2.56381
H -4.62495 -3.36973 3.62747
H -7.46763 -2.80016 2.65637
H -6.03964 -1.98255 2.05705
C -8.49473 0.20162 -3.53751
C -7.23247 0.13019 -2.70209
O -7.37049 -0.80526 -1.61802
C -7.28928 -2.08937 -1.95058
O -7.11121 -2.50563 -3.05180
C -7.42326 -2.96362 -0.70960
F -8.47267 -2.61651 0.03734
F -6.33795 -2.86952 0.06810
F -7.57445 -4.24368 -1.01626
H -9.35400 0.43980 -2.90844
H -8.39859 0.96250 -4.31156
H -8.70641 -0.75220 -4.02031
H -7.04134 1.09899 -2.24286
H -6.35930 -0.11981 -3.30628
```

Summary:
Highest occupied orbital energy ... -0.345 Eh
LUMO energy ... 0.2 eV
2S+1 ... 1
Charge ... 0
Energy ... -250138.7141 eV



DFT (wB97M-V/def2-TZVPD) results for a single C7H8FN3S molecule in a non-equilibrium geometry.

Geometry as XYZ:
```
20
Properties=species:S:1:pos:R:3
C -1.01681 3.69997 1.63282
C -1.96517 2.88395 2.05837
C -0.07964 1.92509 0.91884
C 0.68232 1.03747 0.15306
C -0.38819 -1.26461 -1.41205
C 1.07380 -1.78129 -1.38658
C 1.12811 -2.94617 -0.45193
N 0.07011 3.22679 0.96631
N 1.39808 0.15425 -0.22987
N 1.91679 -0.68613 -0.92241
F -1.12813 -2.31019 -1.68373
S -1.49135 1.28700 1.74589
H -1.03253 4.73404 1.77333
H -2.84198 3.15184 2.49836
H -0.51398 -0.84968 -0.39390
H -0.44459 -0.50672 -2.13204
H 1.43003 -2.00628 -2.48625
H 0.48379 -3.80228 -1.00297
H 0.50514 -2.71990 0.55608
H 2.21419 -3.22716 -0.20135
```

Summary:
Highest occupied orbital energy (spin up / spin down) ... -0.212 / -0.346 Eh
LUMO energy (spin up / spin down) ... 0.7 / -2.1 eV
Energy above the lowest of the compared OMol25 structures with the same formula, charge and spin ... 9.7 kJ/mol
2S+1 ... 3
Charge ... 0
Energy ... -25404.7814 eV
<S²> ... 2.028



DFT (wB97M-V/def2-TZVPD) results for a single C3H5F2NO molecule in a non-equilibrium geometry.

Geometry as XYZ:
```
12
Properties=species:S:1:pos:R:3
C 0.93406 0.27226 0.89288
N 0.35245 -0.27247 -0.26875
C -0.26563 -1.48486 -0.31990
O -0.19592 -2.25006 0.59186
C 0.05121 0.86849 -1.59188
F 0.80605 1.93231 -1.52224
F -1.24701 1.28770 -1.64679
H 0.35452 1.17897 1.14166
H 0.76739 -0.58116 1.63124
H 1.99719 0.62069 0.65495
H -0.87983 -1.79173 -1.25167
H 0.34185 0.30610 -2.57238
```

Summary:
Highest occupied orbital energy ... -0.361 Eh
LUMO energy ... 0.8 eV
Energy above the lowest of the compared OMol25 structures with the same formula, charge and spin ... 174.6 kJ/mol
2S+1 ... 1
Charge ... 0
Energy ... -12163.0763 eV



DFT (wB97M-V/def2-TZVPD) results for a 5-piece molecular cluster, C5H20N2O5 overall in a non-equilibrium geometry.

Geometry as XYZ:
```
32
Properties=species:S:1:pos:R:3
C -0.49603 -0.21407 2.77960
C 0.73465 -0.70221 1.97759
N 0.30411 -1.31240 0.71240
C 1.08577 -2.54027 0.42814
C 0.35358 -0.37970 -0.39364
C -0.98899 0.03149 -0.93391
N -2.10808 -0.46805 -0.37603
O -1.06401 0.77947 -1.91178
H -1.28217 -0.91384 2.54624
H -0.76816 0.79777 2.48042
H -0.34353 -0.33196 3.85765
H 1.45214 0.10247 1.82081
H 1.27655 -1.43054 2.58440
H 2.13369 -2.34917 0.59580
H 0.67974 -3.35587 1.02898
H 0.83687 -2.81590 -0.60194
H 0.94461 -0.65376 -1.26812
H 0.85794 0.56672 -0.15805
H -3.00225 -0.20856 -0.74479
H -2.10372 -0.93505 0.52223
O 0.79507 2.92709 -0.82880
H 0.10078 2.52032 -1.35351
H 1.33081 3.60835 -1.25341
O -1.40349 -1.46544 -4.04279
H -1.74683 -0.71261 -4.55303
H -1.55303 -1.10026 -3.15781
O 3.46391 -0.34861 0.10858
H 3.23987 0.15273 -0.68839
H 4.09169 0.20489 0.58346
O -2.31024 3.91841 -0.00094
H -2.00371 3.47004 0.80464
H -2.50752 3.15852 -0.56401
```

Summary:
Highest occupied orbital energy ... -0.330 Eh
LUMO energy ... 0.5 eV
Energy above the lowest of the compared OMol25 structures with the same formula, charge and spin ... 136.7 kJ/mol
2S+1 ... 1
Charge ... 0
Energy ... -18727.1561 eV



What is the formula in the eighth record? C29H44Br2F15IO11Si



Among the records above, which one has the highest 2S+1? C7H8FN3S



energy of number 8 (C29H44Br2F15IO11Si)? -250138.7141 eV